# 1
{"formula": "C24H23ClN4OS", "method": "ωB97M-V with the def2-TZVPD basis set", "total_energy_ev": -56627.0298, "total_charge": 0, "e_lumo_ev": 0.571, "smiles": "CCOc1ccc(NCc2nnc(SCc3ccccc3Cl)n2-c2ccccc2)cc1", "e_homo_ev": -7.6, "elements": ["C", "C", "O", "C", "C", "C", "C", "C", "C", "H", "H", "N", "H", "C", "C", "N", "N", "C", "N", "C", "C", "C", "C", "C", "C", "H", "H", "H", "H", "H", "S", "C", "C", "C", "C", "C", "C", "C", "Cl", "H", "H", "H", "H", "H", "H", "H", "H", "H", "H", "H", "H", "H", "H", "H"], "xyz": [[-1.543, -1.475, -4.810], [-1.596, -0.578, -3.582], [-2.207, -1.311, -2.543], [-2.337, -0.723, -1.314], [-1.925, 0.562, -0.993], [-2.075, 1.043, 0.296], [-2.621, 0.253, 1.302], [-3.058, -1.030, 0.962], [-2.925, -1.508, -0.321], [-3.255, -2.502, -0.578], [-3.499, -1.657, 1.724], [-2.803, 0.721, 2.604], [-3.073, -0.025, 3.233], [-1.792, 1.572, 3.206], [-0.492, 0.848, 3.336], [-0.291, -0.163, 4.137], [0.938, -0.644, 3.924], [1.476, 0.058, 2.969], [0.612, 1.037, 2.546], [0.832, 1.972, 1.517], [1.137, 1.520, 0.238], [1.344, 2.438, -0.773], [1.241, 3.796, -0.517], [0.940, 4.240, 0.759], [0.740, 3.332, 1.783], [0.523, 3.670, 2.786], [0.866, 5.298, 0.963], [1.399, 4.509, -1.312], [1.583, 2.089, -1.766], [1.198, 0.461, 0.041], [3.083, -0.131, 2.324], [3.002, -1.920, 1.871], [2.557, -2.056, 0.454], [3.492, -1.954, -0.573], [3.116, -2.030, -1.900], [1.783, -2.217, -2.228], [0.833, -2.318, -1.228], [1.218, -2.226, 0.102], [-0.015, -2.325, 1.321], [-0.208, -2.464, -1.468], [1.481, -2.285, -3.262], [3.861, -1.948, -2.676], [4.530, -1.806, -0.313], [4.015, -2.294, 2.006], [2.324, -2.383, 2.583], [-2.147, 1.853, 4.201], [-1.668, 2.475, 2.605], [-1.760, 2.054, 0.502], [-1.481, 1.209, -1.733], [-0.580, -0.278, -3.285], [-2.178, 0.329, -3.801], [-1.065, -0.950, -5.633], [-0.982, -2.378, -4.586], [-2.549, -1.759, -5.104]], "nbo_charge": [-0.62, -0.06, -0.51, 0.25, -0.24, -0.27, 0.14, -0.23, -0.22, 0.22, 0.21, -0.59, 0.38, -0.26, 0.32, -0.29, -0.29, 0.16, -0.41, 0.21, -0.24, -0.16, -0.21, -0.21, -0.25, 0.22, 0.22, 0.22, 0.21, 0.24, 0.25, -0.52, -0.13, -0.14, -0.23, -0.21, -0.26, 0.06, 0.01, 0.24, 0.22, 0.22, 0.21, 0.24, 0.27, 0.24, 0.21, 0.21, 0.21, 0.17, 0.17, 0.21, 0.21, 0.22]}

---

# 2
{"formula": "C24H23ClN4OV", "method": "ωB97M-V with the def2-TZVPD basis set", "total_energy_ev": -71476.1963, "e_above_lowest_kcal_mol": 6.25, "total_charge": 0, "multiplicity": 4, "e_lumo_ev": [0.177, 0.045], "e_homo_ev": [-6.2, -7.5], "elements": ["V", "C", "C", "C", "C", "C", "C", "N", "N", "C", "C", "C", "C", "C", "C", "H", "H", "H", "H", "H", "H", "H", "H", "H", "Cl", "C", "C", "C", "C", "C", "C", "C", "H", "H", "H", "H", "H", "H", "N", "C", "N", "C", "C", "O", "C", "C", "H", "H", "H", "H", "H", "H", "H", "H"], "xyz": [[-0.823, 1.043, -0.066], [4.066, 3.570, 0.934], [3.544, 4.259, -0.155], [2.373, 3.840, -0.770], [1.708, 2.718, -0.290], [2.232, 2.018, 0.788], [3.402, 2.444, 1.401], [0.485, 2.238, -0.868], [0.205, 2.811, -2.041], [-0.934, 2.233, -2.612], [-1.337, 2.715, -3.862], [-2.425, 2.140, -4.489], [-3.106, 1.091, -3.868], [-2.701, 0.639, -2.618], [-1.604, 1.191, -1.945], [4.978, 3.906, 1.409], [4.052, 5.138, -0.533], [1.959, 4.370, -1.614], [1.731, 1.127, 1.153], [3.796, 1.888, 2.243], [-0.785, 3.524, -4.324], [-2.747, 2.502, -5.458], [-3.961, 0.643, -4.360], [-3.272, -0.161, -2.154], [-0.715, 3.225, 2.223], [-1.061, 1.565, 2.671], [-0.330, 0.997, 3.716], [-0.573, -0.302, 4.103], [-1.564, -1.034, 3.439], [-2.287, -0.465, 2.414], [-2.081, 0.870, 1.987], [-2.717, 1.427, 0.812], [0.422, 1.597, 4.211], [-0.010, -0.740, 4.916], [-1.786, -2.049, 3.749], [-3.065, -1.034, 1.918], [-2.895, 2.497, 0.826], [-3.553, 0.859, 0.416], [0.030, -0.743, -0.094], [0.128, -1.894, -0.165], [0.257, -3.186, -0.230], [0.468, -3.886, -1.509], [1.555, -4.917, -1.302], [1.240, -5.773, -0.215], [1.147, -5.056, 1.005], [0.022, -4.047, 0.943], [0.746, -3.158, -2.268], [-0.468, -4.365, -1.803], [2.516, -4.421, -1.124], [1.644, -5.547, -2.185], [2.096, -4.548, 1.211], [0.959, -5.785, 1.791], [-0.024, -3.426, 1.836], [-0.936, -4.555, 0.810]], "nbo_charge": [1.24, -0.24, -0.20, -0.25, 0.22, -0.26, -0.19, -0.44, -0.20, 0.02, -0.19, -0.24, -0.22, -0.26, -0.32, 0.21, 0.21, 0.24, 0.20, 0.21, 0.21, 0.21, 0.20, 0.19, 0.04, -0.08, -0.20, -0.25, -0.23, -0.17, -0.13, -0.81, 0.23, 0.22, 0.21, 0.21, 0.25, 0.22, -0.52, 0.61, -0.45, -0.23, -0.08, -0.51, -0.08, -0.23, 0.23, 0.21, 0.18, 0.21, 0.18, 0.21, 0.23, 0.21]}

---

# 3
{"formula": "C24H23FN2O3S", "method": "ωB97M-V with the def2-TZVPD basis set", "total_energy_ev": -47936.8484, "total_charge": 0, "e_lumo_ev": 0.085, "smiles": "Cc1ccc(NS(=O)(=O)c2cc(NC(=O)/C=C/c3ccc(F)cc3)ccc2C)c(C)c1", "e_homo_ev": -8.7, "elements": ["C", "C", "C", "C", "C", "C", "C", "H", "C", "H", "H", "H", "N", "S", "O", "O", "C", "C", "C", "C", "C", "C", "C", "H", "H", "H", "H", "H", "N", "C", "O", "C", "C", "C", "C", "C", "C", "C", "C", "H", "H", "F", "H", "H", "H", "H", "H", "H", "H", "H", "H", "H", "H", "H"], "xyz": [[5.754, -0.455, -2.486], [4.447, 0.249, -2.279], [4.049, 1.270, -3.134], [2.843, 1.911, -2.940], [1.998, 1.566, -1.882], [2.407, 0.577, -0.987], [3.617, -0.068, -1.217], [3.921, -0.839, -0.523], [1.618, 0.204, 0.231], [1.246, -0.817, 0.137], [2.262, 0.241, 1.109], [0.785, 0.880, 0.382], [0.791, 2.264, -1.749], [-0.766, 1.648, -1.548], [-1.560, 2.422, -2.459], [-1.117, 1.709, -0.158], [-0.734, -0.081, -2.031], [-1.206, -0.959, -1.075], [-1.180, -2.331, -1.306], [-0.712, -2.771, -2.550], [-0.307, -1.872, -3.514], [-0.309, -0.497, -3.282], [0.090, 0.466, -4.352], [-0.443, 1.405, -4.226], [1.162, 0.657, -4.313], [-0.143, 0.053, -5.331], [0.018, -2.240, -4.476], [-0.690, -3.830, -2.761], [-1.625, -3.275, -0.395], [-1.929, -3.211, 0.951], [-2.532, -4.140, 1.451], [-1.453, -2.048, 1.713], [-2.056, -1.694, 2.853], [-1.675, -0.568, 3.688], [-1.916, -0.625, 5.063], [-1.546, 0.414, 5.893], [-0.950, 1.530, 5.332], [-0.726, 1.633, 3.971], [-1.087, 0.581, 3.152], [-0.954, 0.681, 2.086], [-0.284, 2.528, 3.562], [-0.590, 2.552, 6.137], [-1.717, 0.374, 6.957], [-2.383, -1.504, 5.482], [-2.890, -2.295, 3.195], [-0.577, -1.532, 1.356], [-1.861, -4.178, -0.794], [-1.614, -0.538, -0.172], [0.717, 3.031, -2.401], [2.544, 2.706, -3.609], [4.683, 1.561, -3.958], [5.783, -1.391, -1.935], [6.575, 0.172, -2.137], [5.918, -0.661, -3.541]], "nbo_charge": [-0.63, -0.02, -0.21, -0.25, 0.20, -0.05, -0.19, 0.21, -0.65, 0.22, 0.23, 0.24, -0.87, 2.31, -0.94, -0.94, -0.32, -0.25, 0.23, -0.23, -0.18, 0.01, -0.66, 0.24, 0.24, 0.22, 0.22, 0.22, -0.63, 0.65, -0.60, -0.34, -0.08, -0.11, -0.16, -0.28, 0.41, -0.28, -0.17, 0.24, 0.24, -0.32, 0.23, 0.22, 0.23, 0.22, 0.41, 0.26, 0.42, 0.21, 0.21, 0.22, 0.22, 0.22]}

---

# 4
{"formula": "C24H23N5O2", "method": "ωB97M-V with the def2-TZVPD basis set", "total_energy_ev": -36802.2075, "e_above_lowest_kcal_mol": 150.20, "total_charge": 0, "e_lumo_ev": -2.310, "e_homo_ev": -6.3, "elements": ["C", "C", "N", "C", "C", "C", "C", "C", "C", "C", "C", "C", "C", "C", "C", "N", "C", "C", "C", "C", "C", "C", "C", "H", "H", "H", "H", "H", "H", "H", "H", "H", "H", "H", "H", "H", "H", "H", "H", "H", "H", "H", "H", "H", "N", "C", "N", "C", "N", "O", "O", "C", "H", "H"], "xyz": [[2.046, 1.474, 4.454], [2.110, 0.106, 3.913], [3.281, -0.560, 3.762], [4.581, -0.010, 4.103], [3.052, -1.853, 3.267], [1.650, -2.010, 3.138], [1.145, -3.260, 2.816], [2.030, -4.297, 2.502], [3.419, -4.107, 2.575], [3.950, -2.873, 2.988], [1.035, -0.737, 3.507], [-0.326, -0.415, 3.561], [-1.403, -1.192, 3.075], [-2.601, -1.467, 3.785], [-2.986, -0.983, 5.122], [-3.360, -2.330, 3.059], [-4.631, -2.867, 3.510], [-2.740, -2.615, 1.835], [-1.523, -1.886, 1.806], [-0.704, -1.964, 0.685], [-1.092, -2.794, -0.370], [-2.277, -3.552, -0.305], [-3.124, -3.467, 0.811], [0.990, 1.752, 4.478], [2.438, 1.554, 5.480], [2.573, 2.208, 3.825], [5.329, -0.775, 3.893], [4.806, 0.887, 3.510], [4.638, 0.267, 5.165], [0.070, -3.409, 2.807], [1.622, -5.261, 2.197], [4.081, -4.932, 2.317], [5.017, -2.687, 3.087], [-0.588, 0.499, 4.106], [-2.186, -0.308, 5.443], [-3.929, -0.414, 5.127], [-3.061, -1.790, 5.867], [-5.009, -3.526, 2.728], [-4.517, -3.439, 4.441], [-5.364, -2.070, 3.695], [0.206, -1.367, 0.657], [-0.453, -2.866, -1.250], [-2.535, -4.203, -1.140], [-4.051, -4.030, 0.904], [0.046, 0.725, -1.222], [-0.781, 0.210, -2.207], [-0.494, 0.638, -3.460], [0.567, 1.473, -3.254], [1.216, 2.131, -4.321], [2.182, 2.862, -4.011], [0.819, 1.960, -5.474], [0.917, 1.548, -1.896], [-1.606, -0.482, -2.013], [1.724, 2.162, -1.531]], "nbo_charge": [-0.68, 0.37, -0.30, -0.42, 0.13, 0.00, -0.20, -0.19, -0.19, -0.23, -0.20, 0.04, -0.15, 0.30, -0.67, -0.32, -0.41, 0.11, -0.02, -0.18, -0.20, -0.20, -0.24, 0.24, 0.25, 0.26, 0.23, 0.23, 0.22, 0.23, 0.23, 0.23, 0.22, 0.21, 0.23, 0.24, 0.24, 0.23, 0.21, 0.22, 0.25, 0.24, 0.23, 0.21, -0.58, 0.09, -0.48, 0.06, 0.51, -0.47, -0.40, -0.09, 0.16, 0.20]}